Computed, not measured: 2 unconnected molecules or ions with the total composition C4H14N3 at a distorted geometry, with the ωB97M-V functional and the def2-TZVPD basis.

Its relative energy (zero: lowest compared OMol25 entry of this formula, charge and spin) is 51.3 kcal per mole. As for the total energy: -324.783136 Ha. The largest force on an atom is 5.90 eV/Å. The value obtained for the HOMO energy is -14.402 eV. As for the net charge: +1. The calculation puts the frontier orbital gap at 10.790 eV.

Each line ends with the natural charge from an NBO analysis.
Cartesian coordinates (Å):
C  -1.670  0.702  -0.546  -0.47
C  0.481  1.382  0.330  0.70
N  -0.278  1.152  -0.721  -0.53
N  0.377  0.685  1.523  -0.77
N  1.629  2.100  0.216  -0.81
H  -0.098  1.650  -1.602  0.45
H  -0.411  -0.045  1.598  0.43
H  0.774  0.845  2.398  0.43
H  2.376  1.808  -0.316  0.42
H  1.897  2.514  1.067  0.40
H  -2.005  1.033  0.416  0.22
H  -1.665  -0.450  -0.561  0.24
H  -2.371  0.842  -1.490  0.27
C  0.244  -2.721  0.221  -0.61
C  -0.674  -2.671  -1.053  -0.62
H  -0.190  -3.230  1.027  0.22
H  1.215  -3.126  0.074  0.22
H  0.639  -1.646  0.370  0.16
H  -0.398  -1.699  -1.633  0.19
H  -1.730  -2.553  -0.757  0.20
H  -0.418  -3.657  -1.431  0.24